This record from OMol25 describes a single C4H8N4 molecule in a non-equilibrium geometry. The level of theory is ωB97M-V with the def2-TZVPD basis set.

```
16
Properties=species:S:1:pos:R:3:forces:R:3:mulliken_charge:R:1
C -0.280 -0.690 1.718 0.33 -0.50 -0.62 0.10
N -1.331 0.001 1.480 0.90 -0.48 1.58 -0.48
N -1.795 0.561 0.271 0.81 2.07 0.74 -0.36
C -0.807 0.244 -0.815 0.07 -2.15 1.73 0.02
C 0.204 0.968 -1.706 -0.95 -0.92 -1.99 -0.77
C 0.602 0.607 -0.400 0.66 -2.65 0.86 -0.33
N 1.408 -0.585 -0.294 0.10 0.55 5.83 -0.44
N 0.579 -1.456 0.856 1.91 0.68 -0.68 -0.37
H 0.100 -0.873 2.763 -1.45 0.37 -0.72 0.27
H -1.718 1.544 0.705 -0.63 -1.24 -2.12 0.35
H -0.952 -0.920 -0.893 0.53 2.53 -0.58 0.36
H 0.673 0.386 -2.515 -0.65 0.12 0.22 0.18
H 0.080 1.957 -1.989 -0.31 1.87 -0.28 0.29
H 0.802 1.282 0.375 -0.10 1.14 0.87 0.52
H 1.197 -1.065 -1.076 -0.74 -2.59 -3.09 0.34
H 1.238 -1.960 1.520 -0.48 1.17 -1.74 0.31
```
Forces are in eV/Å.

E_LUMO ... 0.93 eV
Net charge ... 0
E_HOMO ... -8.15 eV
Relative energy (zero: lowest compared OMol25 entry of this formula, charge and spin) ... 6.189 eV
DFT total energy ... -376.021004 Ha
Structure (SMILES) ... C1=NN[C@H]2C[C@@H]2NN1
2S+1 ... 1
Gap between HOMO and LUMO ... 9.1 eV

This record from OMol25 describes a single C4H8N4 molecule in a non-equilibrium geometry. The level of theory is ωB97M-V with the def2-TZVPD basis set.

```
16
Properties=species:S:1:pos:R:3:forces:R:3:mulliken_charge:R:1
C 0.879 -1.415 -0.159 -0.14 -0.25 0.27 -0.98
C -1.860 0.052 -0.015 -0.66 0.00 1.36 0.07
C 0.661 0.043 -0.002 -0.82 0.12 -0.90 0.78
N -2.500 1.197 0.220 -0.39 0.03 -0.59 -0.72
C 1.815 0.962 0.021 0.62 0.43 0.30 -0.33
N -0.500 0.596 -0.040 0.42 0.54 0.61 -0.15
N -2.055 -1.217 0.010 0.02 -0.11 -0.59 -0.64
N 2.991 0.503 -0.081 -0.37 -0.08 0.17 -0.49
H -3.510 1.158 0.274 0.06 -0.17 0.10 0.20
H -0.987 1.621 0.182 1.08 -0.90 -0.50 0.45
H -3.036 -1.448 0.124 0.02 0.17 -0.01 0.20
H 3.706 1.227 -0.021 -0.14 0.10 -0.12 0.26
H 1.561 2.023 0.133 0.08 -0.08 -0.01 0.39
H -0.057 -1.948 0.019 0.17 0.08 -0.03 0.35
H 1.677 -1.734 0.511 0.00 0.03 -0.05 0.35
H 1.216 -1.618 -1.177 0.05 0.09 -0.02 0.26
```
Forces are in eV/Å.

E_LUMO ... -0.84 eV
Net charge ... 0
E_HOMO ... -8.07 eV
Relative energy (zero: lowest compared OMol25 entry of this formula, charge and spin) ... 2.685 eV
DFT total energy ... -376.149805 Ha
2S+1 ... 1
Gap between HOMO and LUMO ... 7.2 eV

This record from OMol25 describes a single C4H8N4 molecule in a non-equilibrium geometry. The level of theory is ωB97M-V with the def2-TZVPD basis set.

```
16
Properties=species:S:1:pos:R:3:forces:R:3:mulliken_charge:R:1
C -0.434 -1.602 -0.471 -0.81 0.73 -1.57 0.05
N 0.809 -1.392 -0.740 -0.68 -0.36 -0.12 -0.58
N 1.643 -0.546 -0.029 2.93 -2.29 -1.58 -0.01
C 1.419 0.847 0.387 -4.57 -2.54 1.54 -0.57
C 0.329 1.579 -0.427 -0.13 1.10 -1.60 0.15
N -0.884 1.305 -0.763 -1.57 0.65 1.39 -0.55
N -1.785 0.478 -0.029 4.35 -0.77 1.14 -0.06
C -1.190 -0.768 0.547 -2.47 -0.04 3.45 -0.69
H -1.080 -2.164 -1.350 1.88 1.07 2.62 0.25
H 2.630 -0.896 -0.326 -2.41 1.83 0.74 0.28
H 2.229 1.465 0.352 2.60 0.99 -0.10 0.39
H 1.088 0.647 1.446 0.29 1.39 -0.67 0.22
H 0.698 2.607 -0.931 -0.67 -2.64 0.83 0.27
H -2.664 0.216 -0.370 -1.02 0.64 -1.91 0.27
H -2.112 -1.277 1.159 1.78 0.53 -2.26 0.35
H -0.697 -0.500 1.546 0.50 -0.31 -1.90 0.24
```
Forces are in eV/Å.

E_LUMO ... 1.01 eV
Net charge ... 0
E_HOMO ... -8.17 eV
Relative energy (zero: lowest compared OMol25 entry of this formula, charge and spin) ... 5.409 eV
DFT total energy ... -376.049687 Ha
Structure (SMILES) ... C1=N\NC/C=N\NC/1
2S+1 ... 1
Gap between HOMO and LUMO ... 9.2 eV

This record from OMol25 describes a single C4H8N4 molecule in a non-equilibrium geometry. The level of theory is ωB97M-V with the def2-TZVPD basis set.

```
16
Properties=species:S:1:pos:R:3:forces:R:3:mulliken_charge:R:1
H -0.492 -0.664 -2.793 1.70 -1.79 1.42 0.27
N 0.271 -1.196 -2.197 -2.15 1.91 -1.88 -0.79
C 0.330 -0.567 -1.102 -1.62 1.55 0.61 0.46
N 1.371 -0.711 -0.231 1.92 -0.12 0.64 -0.16
N 1.093 -0.327 1.144 -0.75 -1.12 0.98 -0.61
C -0.367 -0.398 0.986 -0.20 1.70 0.17 -0.15
C -1.588 0.463 0.905 1.06 2.19 0.24 -0.86
C -0.530 0.506 -0.280 -1.12 -2.29 0.31 0.43
N 0.064 1.811 -0.130 3.98 0.08 -2.89 -0.74
H 1.843 -1.575 -0.242 0.87 -0.97 -0.60 0.26
H 1.337 -1.180 1.701 0.07 1.17 -0.34 0.33
H -0.612 -1.424 0.770 -0.49 -0.27 -0.19 0.26
H -2.530 -0.020 1.111 -0.15 -0.25 -0.57 0.30
H -1.533 1.592 1.161 -0.36 -2.32 0.10 0.33
H 0.309 2.030 -1.238 -0.26 -0.18 3.92 0.33
H 1.033 1.660 0.436 -2.51 0.70 -1.93 0.36
```
Forces are in eV/Å.

E_LUMO ... 0.75 eV
Net charge ... 0
E_HOMO ... -8.85 eV
Relative energy (zero: lowest compared OMol25 entry of this formula, charge and spin) ... 6.321 eV
DFT total energy ... -376.016159 Ha
Structure (SMILES) ... [H]/N=C1/NN[C@H]2C[C@]12N
2S+1 ... 1
Gap between HOMO and LUMO ... 9.6 eV

This record from OMol25 describes a single C4H8N4 molecule in a non-equilibrium geometry. The level of theory is ωB97M-V with the def2-TZVPD basis set.

```
16
Properties=species:S:1:pos:R:3:forces:R:3:mulliken_charge:R:1
C -0.063 1.039 0.605 -1.13 0.07 1.11 -0.65
C 0.367 -0.117 -0.215 -1.56 -1.78 -1.71 -0.50
C -1.471 1.497 0.370 0.14 -2.64 -3.68 -0.55
C -0.347 -2.383 0.211 2.34 1.17 2.41 -0.38
N -3.413 -1.240 -0.508 -1.82 -2.14 -1.62 -0.70
N -2.950 -0.366 -0.009 1.06 0.05 -0.69 0.89
N 0.309 -1.316 0.550 -1.02 -2.99 0.75 -0.43
N -2.384 0.414 0.657 0.45 2.01 3.14 -0.46
H -0.136 0.677 1.675 1.26 0.88 -0.88 0.34
H 0.530 1.891 0.301 0.59 0.31 0.96 0.31
H -0.104 -0.276 -1.234 -0.30 0.60 0.80 0.38
H 1.359 0.019 -0.478 2.28 0.21 -0.31 0.40
H -1.690 2.242 1.026 -0.81 2.44 1.40 0.33
H -1.530 1.747 -0.715 -0.39 0.49 0.70 0.44
H -0.867 -2.408 -0.728 -0.56 -0.50 -0.47 0.32
H -0.256 -3.286 0.969 -0.51 1.81 -1.92 0.24
```
Forces are in eV/Å.

E_LUMO ... 0.96 eV
Net charge ... 0
E_HOMO ... -9.35 eV
Relative energy (zero: lowest compared OMol25 entry of this formula, charge and spin) ... 4.053 eV
DFT total energy ... -376.099511 Ha
2S+1 ... 1
Gap between HOMO and LUMO ... 10.3 eV

This record from OMol25 describes a single C4H8N4 molecule in a non-equilibrium geometry. The level of theory is ωB97M-V with the def2-TZVPD basis set.

```
16
Properties=species:S:1:pos:R:3:forces:R:3:mulliken_charge:R:1
C 1.830 -1.927 -1.556 -0.78 1.37 -0.15 -0.29
N 1.530 -1.938 -0.305 -0.50 -0.94 -0.96 -0.92
N 0.752 -0.903 0.104 0.11 1.07 -1.25 0.35
C 0.196 -0.821 1.343 0.49 2.86 0.10 -0.07
C -0.471 0.365 1.724 -0.36 -1.89 1.02 -0.77
C -1.144 1.277 0.840 0.07 -0.57 -0.15 0.15
N -0.873 1.314 -0.397 0.79 0.66 0.00 -0.04
N -1.600 2.120 -1.186 -1.93 2.37 -1.86 -0.71
H 1.531 -1.017 -2.169 0.28 -1.12 0.49 0.17
H 2.248 -2.768 -2.118 0.27 0.29 0.87 0.27
H 0.662 -0.103 -0.545 -0.36 -0.53 0.52 0.45
H 0.597 -1.652 1.897 -0.46 0.06 1.05 0.40
H -0.813 0.674 2.733 0.68 -1.48 -0.24 0.25
H -1.993 1.850 1.251 0.43 0.07 -0.08 0.30
H -1.056 2.679 -1.841 0.27 -0.80 0.12 0.22
H -2.303 2.823 -0.821 0.99 -1.43 0.52 0.23
```
Forces are in eV/Å.

E_LUMO ... 0.68 eV
Net charge ... 0
E_HOMO ... -7.25 eV
Relative energy (zero: lowest compared OMol25 entry of this formula, charge and spin) ... 3.851 eV
DFT total energy ... -376.106933 Ha
Structure (SMILES) ... C=NN/C=C\C=N\N
2S+1 ... 1
Gap between HOMO and LUMO ... 7.9 eV

This record from OMol25 describes a single C4H8N4O molecule in a non-equilibrium geometry. The level of theory is ωB97M-V with the def2-TZVPD basis set.

```
17
Properties=species:S:1:pos:R:3:forces:R:3:mulliken_charge:R:1
H 2.076 1.366 -0.595 -0.13 0.18 -1.30 0.29
N 1.749 1.046 -1.543 -0.19 -0.52 2.59 -0.73
C 0.873 0.135 -1.260 0.44 0.90 -1.49 0.20
N 0.316 -0.554 -2.271 -0.17 -0.30 -1.85 -0.37
C 0.255 -0.208 0.049 0.32 0.22 0.05 0.67
N 0.480 -1.363 0.519 -0.74 0.10 0.65 -0.50
C -0.206 -1.726 1.789 0.85 1.29 -0.98 -0.97
N -0.521 0.795 0.629 -0.66 -0.02 0.90 -0.16
C -1.016 2.036 0.184 0.40 -0.08 0.25 0.05
O -1.629 2.746 0.950 0.30 -0.51 -0.77 -0.53
H 0.646 -0.397 -3.224 0.04 0.11 0.71 0.24
H -0.349 -1.289 -2.189 -0.15 -0.22 0.58 0.21
H -1.275 -1.511 1.718 -0.01 -0.11 0.27 0.35
H 0.277 -1.187 2.616 -0.35 0.00 0.00 0.33
H -0.025 -2.756 1.941 -0.09 -1.08 0.23 0.29
H -0.880 0.558 1.559 0.23 0.34 -0.46 0.25
H -0.772 2.309 -0.872 -0.09 -0.29 0.62 0.38
```
Forces are in eV/Å.

E_LUMO ... 0.69 eV
Net charge ... 0
E_HOMO ... -9.40 eV
Relative energy (zero: lowest compared OMol25 entry of this formula, charge and spin) ... 1.228 eV
DFT total energy ... -451.473113 Ha
Structure (SMILES) ... [H]/N=C(N)\C(=N\C)NC=O
2S+1 ... 1
Gap between HOMO and LUMO ... 10.1 eV

This record from OMol25 describes 2 unconnected molecules or ions with the total composition C4H8N4O in a non-equilibrium geometry. The level of theory is ωB97M-V with the def2-TZVPD basis set.

```
17
Properties=species:S:1:pos:R:3:forces:R:3:mulliken_charge:R:1
C 1.601 1.083 0.365 -0.19 0.13 0.09 -1.24
C 0.159 -0.950 -0.690 1.25 0.04 1.80 0.23
C -1.178 0.862 -0.991 -1.96 1.68 1.16 0.58
C 0.200 0.621 0.671 0.66 -2.17 -1.63 0.91
N -0.654 -1.974 -0.286 -0.10 0.04 -0.13 -0.38
N -0.027 0.249 1.961 -0.24 0.02 0.39 -0.48
N -0.849 1.367 0.116 -0.30 0.52 -1.44 -0.67
N -2.034 0.624 -1.845 1.11 -0.61 0.22 -0.55
O 1.107 -1.128 -1.426 -0.29 0.09 -0.21 -0.63
H -0.540 -2.869 -0.746 -0.11 0.10 -0.06 0.25
H -1.561 -1.761 0.094 0.07 -0.05 0.00 0.22
H 0.686 -0.260 2.456 -0.09 0.03 -0.09 0.21
H -0.983 0.077 2.234 0.18 -0.05 -0.01 0.23
H -1.750 0.442 -2.798 0.03 0.22 -0.10 0.29
H 1.771 1.100 -0.707 -0.01 -0.02 0.00 0.30
H 2.344 0.427 0.821 -0.07 -0.02 -0.01 0.36
H 1.708 2.089 0.772 0.05 0.06 0.02 0.36
```
Forces are in eV/Å.

E_LUMO ... 0.25 eV
Net charge ... 0
E_HOMO ... -7.69 eV
Relative energy (zero: lowest compared OMol25 entry of this formula, charge and spin) ... 3.030 eV
DFT total energy ... -451.406879 Ha
2S+1 ... 1
Gap between HOMO and LUMO ... 7.9 eV